The following is a quantum chemistry calculation of a cluster of 3 separate species, C5H11N3O2 in total at a distorted geometry, from OMol25.

- frontier orbital gap (spin up / spin down) (eV) = 8.1 / 7.6
- HOMO level (spin up / spin down) (eV) = -7.561 / -6.658
- lowest unoccupied orbital energy (spin up / spin down) (Ha) = 0.021 / 0.033
- total charge = 0

Atoms and positions in Å:
C: 0.2861 -1.9340 0.7639
C: 3.4418 0.0932 0.1776
N: -2.5599 -0.5073 0.2156
C: 0.0209 -0.5932 0.2843
C: -0.2899 0.5025 -0.1353
C: 2.2105 0.8684 -0.2339
N: -3.1391 -0.2420 -1.0165
N: -0.6974 1.6821 -0.6056
O: -2.8765 0.6401 1.0150
O: 2.2121 1.9523 -0.7323
H: -3.7972 0.8487 0.7788
H: -3.0664 -1.0779 -1.5844
H: -2.7001 0.5548 -1.4967
H: 0.0505 2.2362 -1.0175
H: -1.2735 2.1888 0.0593
H: 0.8807 -1.9354 1.6805
H: -0.6779 -2.4041 0.9780
H: 0.8021 -2.5354 0.0114
H: 3.3744 -0.1185 1.2465
H: 3.4386 -0.8666 -0.3424
H: 4.3603 0.6473 -0.0463

The following is a quantum chemistry calculation of a cluster of 2 separate species, C5H11N3O2S in total at a distorted geometry, from OMol25.

- frontier orbital gap (spin up / spin down) (eV) = 7.1 / 7.1
- HOMO level (spin up / spin down) (eV) = -18.033 / -18.031
- lowest unoccupied orbital energy (spin up / spin down) (Ha) = -0.402 / -0.402
- total charge = +2

Atoms and positions in Å:
C: -1.5059 -1.8322 0.5792
C: 0.1192 -0.2316 0.3561
C: -1.3689 -2.0535 -0.8948
C: 2.6131 1.9395 -0.6234
C: 1.2699 2.3014 0.0426
N: -0.5828 -1.0216 1.1278
N: -2.4811 -2.4080 1.2540
N: 0.8272 1.4913 1.0771
O: -1.6004 0.7770 -1.1764
O: 0.3435 -0.3819 -2.2744
S: -0.6483 -0.2729 -1.2917
H: -0.3306 -2.4946 -1.0181
H: -2.2208 -2.4552 -1.3513
H: 3.4675 1.5639 -0.1754
H: 2.1186 1.0764 -1.2815
H: 2.9549 2.8418 -1.1284
H: 0.6236 2.4809 -0.8946
H: 1.4212 3.1693 0.7365
H: -0.6605 -0.8182 2.1590
H: -3.2445 -2.8176 0.7653
H: -2.6913 -2.1021 2.2573
H: 1.5762 1.2479 1.7549

The following is a quantum chemistry calculation of the molecule C5H11N3S2 at a distorted geometry, from OMol25.

- structure (SMILES) = CNC(=S)NC(=S)N(C)C
- frontier orbital gap (eV) = 8.7
- HOMO level (eV) = -8.432
- lowest unoccupied orbital energy (Ha) = 0.011
- total charge = 0

Atoms and positions in Å:
C: -0.9171 -0.0537 -2.7505
C: 0.9672 0.7292 -1.3749
C: 0.6749 1.0044 1.1276
C: -0.9491 -0.2214 2.4955
C: 0.4107 -1.4749 0.8350
H: -0.4707 -0.9799 -3.1690
H: -1.9830 -0.3006 -2.5490
H: -0.8222 0.7322 -3.5561
H: -0.9144 0.4600 -0.6626
H: 2.1691 1.7347 -0.0793
H: -0.4033 -0.3274 3.4316
H: -1.6439 -1.0690 2.3264
H: -1.4866 0.7276 2.5530
H: 0.5012 -2.2002 1.6633
H: -0.3211 -1.8271 0.0459
H: 1.4052 -1.3282 0.3472
N: -0.3248 0.3726 -1.4904
N: 1.3730 1.0758 -0.0825
N: -0.0312 -0.1475 1.3652
S: 1.9880 0.8407 -2.6810
S: 0.7784 2.2526 2.2046

Calculated ΔE to the lowest compared entry with this formula, charge and spin (eV), listed in the same order as above: 8.3352, 4.6435, 0.0000